Density functional theory data (wB97M-V/def2-TZVPD) for 3 unconnected molecules or ions with the total composition C44H80BBrI2N2O9P at a distorted geometry.

gap between HOMO and LUMO (alpha / beta) = 4.488 / 5.077 eV
⟨S²⟩ = 3.015
2S+1 = 3
LUMO (alpha / beta) = 0.78 / 1.37 eV
total charge = -1

XYZ file:
```
140
Properties=species:S:1:pos:R:3:forces:R:3:lowdin_charge:R:1
H 1.87626 -5.33205 -3.87375 0.054 0.200 0.042 0.087
O -3.75247 0.66882 -1.49582 6.425 -5.386 -0.412 -0.023
C 0.41975 1.31800 5.75307 -0.133 -0.341 0.227 -0.194
H -0.32443 -4.10472 -2.70869 0.146 0.148 0.022 0.095
C 2.41629 -1.97479 -3.21371 0.156 -0.033 0.294 -0.129
H -0.85995 1.83852 -6.83724 0.215 0.031 -0.076 0.091
H 1.51823 0.85308 5.80313 -2.290 1.099 -0.299 0.119
C -5.03349 -2.95778 4.66965 -0.415 -2.273 -1.455 -0.207
H 2.07566 -1.22441 -2.48808 -0.060 -0.224 0.079 0.119
H -1.15518 -3.45814 -0.00280 -1.653 1.256 1.400 0.099
H 4.32851 -4.89813 -3.48326 -0.140 0.018 0.016 0.056
H -0.68569 2.84442 4.32516 1.417 -1.830 -0.332 0.118
C 1.72257 0.49630 -9.88040 0.183 0.027 0.250 -0.139
C 1.51692 6.10829 6.76949 -0.851 -0.204 0.602 -0.216
H 4.35826 -1.03524 -3.26024 -0.064 -0.159 0.011 0.113
H 2.60150 -0.16011 -9.84198 -0.195 -0.074 0.168 0.121
H 4.33488 -2.61799 -4.00401 -0.040 -0.037 -0.026 0.100
H 2.46220 4.21685 0.16900 -2.528 -0.126 -0.613 0.055
H 0.55980 0.00892 3.04394 -1.543 1.578 0.658 0.082
O -3.07093 -0.28426 1.30929 2.092 -0.518 -0.518 -0.091
C -1.35632 -0.10972 -0.63132 -0.447 -0.677 -1.787 0.007
C 0.18503 -3.14652 -2.86916 0.316 0.199 0.606 -0.038
C -2.75918 -0.22287 -1.53004 -4.920 3.737 -0.321 -0.243
H 2.87189 -4.10416 -4.68304 0.029 -0.071 0.126 0.062
N 0.79396 -0.02507 -7.57182 4.420 -2.320 0.030 -0.024
C -0.06689 5.99905 7.27522 0.631 0.084 -0.045 -0.256
H 1.02091 4.41757 5.24451 1.821 0.617 1.299 0.087
C 3.75368 -4.02201 -1.52022 1.512 -1.098 0.248 -0.476
H 2.58145 0.56631 -5.40163 -0.249 -0.043 -0.188 0.065
C 0.09751 1.97633 4.24962 1.519 -1.553 0.300 -0.171
H -1.06164 0.34764 -10.44594 0.223 -0.158 0.103 0.084
H -0.69886 -1.03751 -0.99465 -1.438 2.105 1.115 0.100
C -3.96514 -3.87167 2.28921 -0.538 -1.235 0.123 -0.191
H -2.25458 -5.08911 1.39491 -0.170 2.343 0.999 0.107
H -0.62572 6.53845 5.08605 -1.178 -0.851 1.831 0.083
H -4.54572 -4.73123 1.70071 1.190 1.942 1.074 0.105
H 1.41100 3.41504 8.68076 0.322 -1.130 -1.725 0.095
H 2.74651 5.15180 5.05503 -1.611 -0.660 1.591 0.112
C 0.56539 -0.12210 -9.05181 -1.310 -0.394 -1.384 -0.479
C -0.58675 2.49961 1.20436 4.582 -0.242 -1.676 -0.511
N 2.26192 -3.99352 -1.68111 -0.810 3.736 3.086 -0.022
C 4.19061 -4.45134 -0.08030 -0.602 0.387 0.003 -0.047
O -2.91325 -1.36045 -2.47106 0.350 2.784 0.995 -0.040
O 1.73385 -3.29844 -0.58022 1.140 -2.204 -2.731 -0.033
H 3.72170 -5.39891 0.20831 -0.023 0.179 -0.089 0.086
O -2.44894 1.60331 2.47417 2.381 -0.229 0.083 -0.239
H -4.92352 -5.16596 4.04732 1.445 1.877 -0.498 0.102
H -1.59044 0.20847 -8.77507 0.184 0.020 0.016 0.093
H -0.43653 -2.08947 -8.95026 0.160 0.128 -0.004 0.087
C 4.41926 -2.65833 -1.84491 -0.259 0.149 -0.012 -0.136
H 1.43722 0.55570 -10.93979 -0.174 -0.158 0.250 0.123
H -1.70493 -3.97137 2.81409 -1.187 0.232 -1.878 0.099
C 4.34825 -5.13355 -2.42144 0.010 0.027 -0.309 -0.049
B -3.64351 0.81505 2.11182 1.687 1.775 -2.613 -1.024
H -3.01911 0.50684 6.87941 -0.952 -2.247 0.740 0.100
C -2.38420 -3.99754 1.86036 -0.600 -0.424 -0.821 -0.198
C 1.71197 1.21432 -5.55600 0.261 -0.558 -0.311 -0.045
H -0.13098 -2.45450 -2.08114 0.222 -0.364 -0.115 0.034
H 2.22360 1.81675 8.09753 -1.352 1.965 -0.897 0.116
H 2.65815 2.91013 -7.58273 -0.216 -0.192 0.170 0.124
H -4.29999 1.47630 1.36357 -0.761 0.568 -0.490 0.063
H -1.50880 4.95930 5.69495 0.764 2.303 0.686 0.069
H -1.16164 -1.85680 2.59004 0.235 0.787 -2.608 0.122
H 1.06560 4.22339 -1.16082 0.237 -0.127 2.379 0.080
H 1.15021 -4.12004 -4.91322 0.079 0.190 0.340 0.082
C -3.42177 -0.49493 7.34258 -0.576 -0.991 -1.368 -0.062
H 3.35436 1.30704 -7.72582 -0.216 -0.097 0.088 0.122
H 0.02240 2.91902 -7.93629 -0.054 -0.156 -0.035 0.062
H 0.05239 -1.72084 1.06834 -2.162 -0.145 0.902 0.105
C -1.61182 -0.14639 0.98742 -1.951 -2.296 0.678 -0.248
H -5.60048 -2.35679 3.83640 1.287 -0.607 1.922 0.103
O 1.75869 -0.98818 -7.23170 -2.855 2.289 -0.582 -0.036
C -1.08207 -1.66919 1.41411 0.725 0.593 0.276 -0.115
C 0.78853 2.74526 0.69186 -4.288 1.063 0.793 -0.693
H -0.17096 5.02675 7.94136 0.019 2.042 -1.440 0.092
H 3.94627 -3.69948 0.67773 -0.184 -0.140 -0.242 0.075
H -0.19188 -2.71998 -3.81177 0.404 -0.194 0.190 0.089
C 0.10306 2.32938 -7.02203 -0.293 0.024 -0.136 -0.043
C 1.64725 2.78847 7.72097 -0.061 0.205 -0.053 -0.218
O -6.46191 0.35708 2.74424 0.897 2.139 0.917 -0.430
C 0.35459 -1.59781 -9.52771 0.465 0.042 0.540 -0.047
H -0.80732 0.84369 -1.02984 -1.222 -1.564 0.879 0.123
H 5.27823 -4.59442 -0.02760 -0.237 0.059 -0.356 0.081
H 3.03703 2.20183 -9.94864 -0.156 -0.042 0.083 0.113
C 1.28240 4.17859 -0.00807 1.163 -0.528 1.220 -0.226
H -1.10628 0.04796 3.92643 1.400 1.491 -1.554 0.133
H 3.37002 4.27384 7.55103 -1.365 -1.237 -1.620 0.102
H -2.12457 -1.85084 8.72952 -1.860 1.821 -0.038 0.076
C -4.24188 -4.21237 3.90066 -0.206 0.838 0.408 -0.157
H -3.56232 -0.69706 9.61415 1.280 -0.959 -1.821 0.073
H 5.40284 -5.30597 -2.18595 -0.133 0.170 0.191 0.082
H 1.60681 7.14010 6.22330 -0.025 -2.046 0.751 0.101
H 2.21402 6.16313 7.73547 -1.444 -0.138 -2.086 0.107
H -0.27585 6.92909 7.95546 0.386 -1.761 -1.189 0.095
C 1.94350 4.80806 5.85310 0.830 0.598 -0.019 -0.207
H 0.86256 5.12675 0.58343 0.564 -2.333 -1.473 0.053
H -6.87408 1.27011 2.77506 0.711 -1.443 -0.383 0.039
H 5.51167 -2.77113 -1.87900 -0.211 -0.237 0.108 0.122
H 4.21584 -1.94217 -1.03830 -0.150 -0.220 0.024 0.116
C 2.43633 1.88344 -7.90073 -0.010 -0.329 -0.203 -0.136
H 0.23050 3.06489 -6.21790 0.206 -0.311 -0.113 0.085
H 1.36505 2.61444 -9.64351 -0.028 -0.002 0.049 0.099
C -0.77552 0.56571 -9.41253 -0.036 0.301 0.017 -0.046
H -2.81458 -2.54030 0.02246 1.585 -0.564 1.637 0.115
H -5.83936 -3.45842 5.35598 1.725 1.402 -0.820 0.127
H 1.26527 -2.20137 -9.45044 -0.151 0.201 0.213 0.074
H -0.45353 1.87821 7.79769 1.306 1.082 -1.525 0.107
C -1.92539 -2.88153 0.70224 1.150 -1.010 0.113 -0.165
C 2.67033 3.67756 6.79500 0.419 0.044 0.391 -0.218
C 3.94346 -2.04661 -3.15815 -0.095 0.044 0.000 -0.184
H -0.30550 0.39172 5.95555 1.426 2.061 -0.578 0.103
H 1.16095 2.33540 3.84358 -2.479 -0.288 0.771 0.103
O -3.99096 -2.20019 5.37915 -3.023 1.551 2.996 -0.131
H 2.00511 2.20523 -5.17565 -0.259 -0.195 -0.386 0.087
C -0.34798 0.71566 3.29972 -0.085 -0.478 -0.088 -0.152
H 0.05711 -1.62961 -10.58442 0.026 0.350 0.263 0.082
C 1.93096 -4.27435 -4.15794 0.191 -0.262 -0.078 -0.044
H -2.06694 6.65676 6.39222 1.728 -1.220 -1.062 0.075
C -4.53195 -1.40937 6.49544 -4.006 1.281 0.742 -0.289
H -4.47508 -2.85836 1.96133 1.346 -1.884 0.860 0.115
C -1.13635 1.13064 1.92080 -2.656 1.144 1.715 -0.315
H -0.36056 3.31406 6.54898 1.401 -1.851 1.167 0.075
P -4.89639 0.43790 3.50985 -1.515 -1.994 1.278 0.639
H 0.89251 0.84420 -4.92755 0.112 0.043 -0.172 0.091
C -1.14190 6.03911 6.01709 0.306 -0.307 0.543 -0.132
H 2.11357 -1.60134 -4.20026 -0.139 -0.284 0.106 0.107
C 1.27173 1.30193 -7.05390 -0.335 1.539 1.246 -0.469
C 1.73549 -3.34095 -2.92789 -1.107 -0.169 -1.651 -0.458
I -2.03628 4.17406 0.92733 1.229 -1.634 0.291 0.844
O -5.81511 -1.32277 6.85793 7.737 -1.146 -2.394 -0.043
H -0.74571 1.65119 -9.34844 0.036 -0.024 0.131 0.057
C -2.98239 -1.04550 8.65870 -0.019 -0.064 0.408 -0.040
Br -4.99804 2.29432 4.85911 0.048 -0.071 -0.649 0.174
H 3.41687 2.97294 6.18767 -1.886 1.490 1.051 0.112
H 3.82976 -6.08608 -2.27339 -0.051 0.171 0.021 0.090
H -3.54914 -1.06881 -3.20012 0.926 -0.204 1.854 0.122
I 2.33625 1.17848 0.82521 -1.226 1.113 -0.171 0.730
C 0.23134 2.38428 6.98385 -0.001 -0.464 0.046 -0.214
C 2.14025 1.88250 -9.40167 0.056 0.020 0.057 -0.190
H -3.23519 -4.39246 4.50068 -2.031 0.327 -1.375 0.111
```
Forces are in eV/Å.